A 3-piece molecular cluster, C22H50N7O5 overall. Source: OMol25; level of theory: ωB97M-V with the def2-TZVPD basis set.

The calculation puts the total energy at -44278.625 eV. For the orbital gap, the calculation gives 7.14 eV. For the energy relative to the best compared isomer or geometry (same formula, charge and spin), the calculation gives 2.524 eV. As for the LUMO energy: -3.249 eV. The net charge is +1.

Positions of all 84 atoms, in Å:
C: 3.792 -0.644 0.902
C: 2.895 -1.252 -0.308
C: 2.302 -2.641 0.210
C: 1.806 -0.136 -0.649
C: 2.632 1.102 -1.314
C: 0.719 -0.563 -1.735
O: -0.383 -1.377 -1.232
N: -0.972 -0.836 -0.146
C: -0.824 -1.610 1.139
C: -1.123 -3.146 0.736
N: -2.225 -3.370 0.059
C: -1.698 0.280 -0.141
N: -1.939 1.102 -1.305
C: -2.779 2.141 -0.837
N: -3.056 2.011 0.550
N: -2.386 0.900 0.965
H: 3.161 -0.020 1.626
H: 4.620 -0.002 0.436
H: 4.219 -1.501 1.515
H: 3.609 -1.430 -1.171
H: 2.064 -2.567 1.324
H: 3.141 -3.423 0.136
H: 1.424 -2.972 -0.425
H: 1.321 0.313 0.286
H: 2.943 1.881 -0.554
H: 2.086 1.528 -2.220
H: 3.595 0.640 -1.735
H: 0.318 0.345 -2.292
H: 1.263 -1.208 -2.510
H: 0.196 -1.471 1.610
H: -1.618 -1.345 1.902
H: -0.431 -4.001 1.003
H: -2.312 -4.376 -0.147
H: -3.177 2.947 -1.531
H: -3.632 2.576 1.185
H: -2.445 0.574 1.939
C: 0.866 4.726 5.713
O: 2.178 5.222 5.509
C: 3.079 4.934 6.579
C: 4.086 3.854 6.180
N: 3.448 2.544 6.057
C: 4.271 1.532 5.391
C: 4.746 1.811 3.956
O: 3.710 1.796 2.978
C: 2.947 2.990 2.903
H: 0.210 5.197 4.979
H: 0.825 3.645 5.553
H: 0.498 4.967 6.714
H: 2.549 4.669 7.502
H: 3.632 5.857 6.771
H: 4.876 3.802 6.935
H: 4.539 4.169 5.234
H: 2.585 2.641 5.538
H: 3.676 0.613 5.371
H: 5.146 1.326 6.018
H: 5.419 0.994 3.678
H: 5.342 2.726 3.875
H: 3.548 3.882 3.094
H: 2.101 2.939 3.591
H: 2.534 3.065 1.894
C: -5.436 -3.289 -7.148
O: -4.029 -3.141 -7.041
C: -3.587 -1.785 -7.044
C: -3.121 -1.351 -5.653
N: -4.244 -1.225 -4.725
C: -3.855 -1.113 -3.319
C: -3.033 -2.255 -2.697
O: -3.750 -3.474 -2.536
C: -3.859 -4.260 -3.712
H: -5.648 -4.334 -7.380
H: -5.929 -3.051 -6.202
H: -5.845 -2.666 -7.947
H: -4.349 -1.105 -7.444
H: -2.725 -1.744 -7.717
H: -2.606 -0.388 -5.729
H: -2.398 -2.098 -5.307
H: -4.849 -2.030 -4.823
H: -4.785 -1.025 -2.747
H: -3.311 -0.173 -3.181
H: -2.764 -1.941 -1.687
H: -2.085 -2.428 -3.217
H: -2.970 -4.192 -4.343
H: -4.752 -3.977 -4.271
H: -3.988 -5.302 -3.412